(1)
Here is a structure of composition C41H50F4MnN10O2 from OMol25. Energies are from ωB97M-V with the def2-TZVPD basis set.

As for the electronic energy: -104476.93210 eV. The energy above the lowest of the compared OMol25 structures with the same formula, charge and spin is 0.2 kcal per mole. Its spin multiplicity is 4. The total charge is +4. Its expectation value of S² is 3.876. The frontier orbital gap (spin up / spin down) is 4.89 / 5.15 eV.

CARTESIAN COORDINATES (ANGSTROEM)
C 3.912 -3.595 5.754
F 4.448 -1.402 5.264
C 3.537 3.244 -0.985
H -4.930 3.710 3.635
C 2.614 -7.132 6.099
N 5.187 -6.199 8.072
H 4.023 -0.248 -3.729
H -6.673 3.470 3.546
C -1.934 0.603 2.483
N -1.151 1.523 -1.244
H -4.588 5.573 -4.099
C 3.362 -5.946 6.287
N 2.049 -8.126 5.954
O -1.283 -1.090 -0.617
C 1.469 -1.041 2.269
H -3.923 -2.239 -0.998
H 3.410 0.504 -2.241
H -6.563 -0.047 2.211
N 2.199 -0.991 -3.071
H 3.541 4.259 -1.377
H 2.308 -1.197 -5.153
C 3.436 3.238 0.534
N -1.545 -3.083 0.404
C -2.430 1.790 -0.904
C -3.204 3.645 -5.406
C 1.911 -3.552 3.823
C -3.781 3.572 -3.992
H 1.408 5.259 2.314
H 1.059 -2.188 -4.367
H -2.863 -1.949 -2.384
N 2.160 3.770 1.038
H -5.463 0.090 4.562
H 1.251 6.127 -0.105
H -2.019 -3.972 0.452
Mn -0.179 0.398 0.060
H -5.060 1.838 -4.361
H -3.025 -3.587 -1.696
C 2.462 -1.203 3.270
C -5.625 1.168 4.508
C -6.670 1.038 2.248
C 1.033 3.082 0.958
H 3.593 2.240 0.954
H 0.235 -1.239 -2.593
H 2.772 -2.642 -4.228
F 0.961 -3.517 2.890
H -1.093 0.181 3.016
C -3.124 0.855 3.133
C 2.685 -2.382 4.030
C -2.846 2.838 -3.042
C 2.074 -1.808 -4.283
F 4.854 -3.580 6.648
C 4.364 -6.049 7.278
H -2.304 4.258 -5.455
C -3.990 1.667 1.077
F 1.363 -5.738 4.281
H 4.218 3.860 0.966
H 2.145 7.197 0.974
C -5.724 3.218 3.073
C -2.979 -2.524 -1.469
N 1.026 1.828 0.498
C -5.146 2.877 -4.041
O 1.248 -0.113 -1.214
H -3.939 4.107 -6.064
C 2.113 -4.698 4.533
C 3.215 -0.011 3.402
H -5.741 3.626 2.062
C -3.287 2.427 -1.777
C 1.181 -0.792 -2.282
C -1.504 2.593 -3.338
H -4.914 1.669 5.167
H -6.718 1.419 1.227
H -3.202 0.629 4.185
C -0.697 1.940 -2.429
H 4.105 -1.138 -2.199
N 0.756 -0.684 1.436
H -4.782 2.110 0.492
H -4.303 2.631 -1.475
H 0.347 1.753 -2.636
H -2.986 5.514 -3.366
H -1.078 2.905 -4.279
H -4.409 4.993 -2.446
C 3.134 -4.773 5.543
C 3.519 -0.430 -2.784
C -3.945 4.999 -3.433
C 3.694 -2.444 5.021
H -0.287 4.759 1.054
H 3.139 5.211 2.147
H -2.980 2.656 -5.808
H 4.471 2.771 -1.287
H -0.297 3.744 2.492
H -6.619 1.366 4.907
C -5.551 1.690 3.073
C 2.149 6.213 0.508
C -4.209 1.383 2.431
H -1.096 3.196 1.015
H -5.779 3.393 -4.763
N -1.748 0.864 1.185
C -2.772 1.413 0.485
H -5.671 2.907 -3.087
C 2.207 5.147 1.585
C -1.867 -2.198 -0.526
N 3.748 1.010 3.391
H 1.939 1.517 0.181
H -0.816 -2.887 1.072
H -7.628 1.262 2.714
C -0.239 3.730 1.402
H 3.018 6.168 -0.147
H 2.709 2.710 -1.457

Löwdin population analysis, charges in e, atoms 1 to 5: C -0.11; F 0.18; C -0.04; H 0.10; C -0.11

(2)
Here is a structure of composition C41H51F6NOPPtS3Te from OMol25. Energies are from ωB97M-V with the def2-TZVPD basis set.

As for the electronic energy: -115527.66318 eV. The energy above the lowest of the compared OMol25 structures with the same formula, charge and spin is 30.0 kcal per mole. The total charge is -1. The frontier orbital gap is 6.50 eV.

CARTESIAN COORDINATES (ANGSTROEM)
H 0.390 0.946 2.051
H 1.168 -7.208 0.631
H 2.131 0.633 -3.118
H 7.968 -0.258 1.658
C 1.838 -6.753 2.606
H -0.753 -2.298 -2.022
H 1.859 -0.415 3.555
H 4.733 -2.808 -1.329
C 2.708 0.244 3.380
H 3.660 -3.635 -0.189
H 3.237 -0.997 -4.622
H 0.743 2.874 -3.946
N -1.003 -0.053 -0.806
F -5.029 5.657 -0.361
H -0.102 3.200 2.103
H 2.827 -8.458 3.481
H 7.515 0.761 0.294
H -3.787 3.712 -4.367
C 2.543 -3.345 4.082
H -0.787 1.257 -4.196
S -2.332 3.285 1.436
H -3.728 -1.789 1.768
H 3.281 -3.757 4.772
O 0.283 1.543 -1.869
C -3.091 -0.904 1.774
C -2.809 -0.499 3.218
P -5.788 4.482 -1.216
C -2.992 6.443 -2.562
C -1.656 1.877 -3.971
H -1.157 2.828 3.477
H -5.232 1.108 2.583
C -3.753 3.789 -3.271
C -4.288 6.202 -2.733
C 4.915 0.273 2.273
C -0.112 0.242 -1.653
F -6.699 4.192 0.137
F -4.113 2.501 -2.848
C 2.143 -4.389 3.072
H -3.372 2.377 3.361
C -0.777 2.491 -1.675
H 0.351 -3.955 -3.516
C 1.345 -5.091 0.901
H -1.169 0.765 1.317
C -2.013 5.365 -2.576
H -0.251 4.162 -4.655
H 6.209 -1.407 -0.335
H 0.521 4.384 -3.069
C 1.867 -2.581 -4.164
F -6.609 3.262 -1.935
C 1.690 -4.064 1.787
C 0.610 -0.733 -2.487
H -2.053 2.253 -4.917
C 3.632 -0.278 2.310
C -4.670 1.596 1.784
C 1.856 -8.186 3.063
H 3.252 0.375 4.317
C -0.955 2.603 2.430
Te 1.276 -2.023 1.233
C 2.206 -5.723 3.460
C -4.821 4.812 -2.825
H -2.627 7.453 -2.421
C 2.367 -1.291 -4.047
C 4.218 -1.648 0.404
H -0.135 -4.383 -0.492
H 2.347 -3.293 -4.823
H -2.931 -1.367 3.868
C 0.863 -4.825 -0.501
C -0.673 1.119 2.216
H 2.972 -2.468 3.606
C -3.767 2.673 2.388
H -5.635 4.778 -3.549
C 3.277 -1.247 1.369
H -5.022 6.995 -2.687
C -1.219 3.040 -3.060
H -0.988 5.637 -2.353
H 3.024 -2.358 -1.233
H 1.517 -4.129 -1.024
H 1.637 -8.860 2.236
H 7.304 1.355 1.948
C 5.853 -0.114 1.334
H -2.399 1.244 -3.495
H -5.385 2.070 1.114
C 1.747 -0.373 -3.216
S -4.013 0.291 0.701
C 0.127 -2.037 -2.595
C 0.027 3.665 -3.723
H 2.328 1.227 3.091
H -0.361 3.311 -1.081
S -1.095 0.027 3.589
Pt -2.330 1.554 -0.625
C -2.314 4.100 -2.887
C 0.748 -2.951 -3.427
C 3.891 -2.672 -0.649
F -6.917 5.564 -1.706
C 5.487 -1.088 0.410
C 7.237 0.475 1.309
H -3.495 0.268 3.571
H 5.168 1.041 2.997
H -4.393 3.556 2.518
H -2.176 -1.137 1.226
H 1.673 -3.027 4.662
H 2.538 -5.959 4.467
C 1.433 -6.416 1.323
F -4.688 3.410 -0.604
H 1.106 -8.347 3.840
H 0.818 -5.754 -1.069

Löwdin population analysis, charges in e, atoms 1 to 5: H 0.03; H 0.11; H 0.11; H 0.08; C -0.27

(3)
Here is a structure of composition C41H51LaN13O4S2 from OMol25. Energies are from ωB97M-V with the def2-TZVPD basis set.

As for the electronic energy: -93432.37077 eV. The energy above the lowest of the compared OMol25 structures with the same formula, charge and spin is 73.0 kcal per mole. The total charge is +1. The frontier orbital gap is 7.09 eV.

CARTESIAN COORDINATES (ANGSTROEM)
C 4.050 0.240 -1.925
H -4.988 -1.607 -3.362
H 0.897 2.313 -2.984
H -0.697 3.515 3.164
C -4.857 -7.559 -1.436
N 1.105 2.667 2.244
H 2.837 6.092 0.353
H 7.501 -1.803 -4.373
H -1.411 -2.468 0.627
C 3.516 -0.175 -3.137
H 1.217 3.080 -0.607
H -1.785 6.726 2.740
N -2.969 -1.617 -5.363
H 2.441 5.240 4.434
H -5.167 -6.395 -3.413
N -2.502 6.076 2.417
C -0.360 0.263 5.831
C -1.383 -0.177 3.732
C 2.868 4.230 4.228
H -3.457 -2.278 3.885
C 0.023 1.049 -4.477
C -2.431 -3.703 -3.039
H -1.977 -2.610 5.645
H 6.405 -1.785 -5.698
H 5.922 0.538 -0.862
H 1.227 4.802 -0.971
N 1.879 4.327 0.905
C 0.318 -3.584 0.204
N -1.023 4.452 3.242
La -0.691 1.414 0.454
N -0.649 0.367 2.860
O 3.755 0.328 0.638
N -1.006 -0.769 4.914
H 2.440 -4.157 -0.346
H -5.803 -7.003 -1.595
C 6.457 -1.998 -4.632
H -0.091 4.156 0.031
H 7.266 -0.624 -2.568
H -2.004 -4.645 -1.164
C -2.044 0.034 -3.940
C -0.359 -2.419 0.480
C -3.589 -5.678 -2.192
H -4.934 -4.528 -5.174
H -4.824 -0.497 -1.244
H -2.916 6.369 1.559
C -1.022 0.265 -4.843
H -1.014 -0.070 -5.851
C 1.311 -0.991 -0.308
H 2.457 -0.198 -3.360
C 1.461 1.708 3.336
C 0.045 1.630 -3.248
H -0.693 5.050 3.948
H -0.828 0.156 6.817
H 4.933 4.801 2.012
C -3.237 -3.685 -4.202
C 1.950 3.639 2.014
H 2.210 3.483 4.662
C 5.429 0.159 -1.693
H 3.675 4.560 -0.078
H -3.433 1.042 2.200
N -2.702 -0.393 3.532
C 0.814 0.344 3.043
C -2.961 0.509 -1.663
H -4.598 -8.094 -2.322
N 1.622 0.256 -0.617
C 5.656 -1.075 -3.810
H 6.268 -3.028 -4.473
H 1.141 -0.311 3.892
H 0.654 -0.010 6.013
H -2.557 -1.066 6.413
C 0.961 4.078 -0.218
C -1.966 0.707 -2.704
C -1.995 4.816 2.365
C 4.323 -0.787 -4.096
C 1.645 -3.345 -0.229
N 3.092 3.974 2.767
H 1.325 -0.165 2.198
H 3.826 4.206 4.678
C -4.382 -5.655 -3.355
O -2.863 1.107 -0.465
C -3.353 -0.040 2.298
C 3.845 5.030 2.093
C -3.263 -1.392 4.411
H 3.789 5.953 2.636
H 1.058 1.986 4.320
C 6.192 -0.492 -2.675
C -2.137 -1.519 5.472
H -4.193 -0.973 4.784
H -0.088 -4.529 0.495
H 0.886 1.234 -5.091
O -3.760 -6.639 -1.286
H -4.339 -0.423 2.152
C -4.071 -1.014 -3.176
H -4.897 -8.069 -0.470
C -3.089 -0.905 -4.132
C 2.123 -2.103 -0.480
H 3.134 -1.976 -0.824
N -3.091 -2.865 -5.416
H -1.698 -2.947 -2.906
H 3.788 -1.064 -5.042
H 2.541 1.566 3.288
N 0.111 -1.162 0.247
O 3.053 2.331 -0.629
C -4.200 -4.666 -4.341
H -2.774 -0.575 1.505
C 3.135 5.102 0.682
S -2.602 3.671 1.235
C -4.037 -0.317 -1.970
C -2.617 -4.718 -2.044
N -0.917 1.553 -2.364
S 3.129 0.886 -0.535
H -0.417 1.261 5.322

Löwdin population analysis, charges in e, atoms 1 to 5: C -0.28; H 0.14; H 0.13; H 0.04; C -0.05

(4)
Here is a structure of composition C41H51N4O7RuS from OMol25. Energies are from ωB97M-V with the def2-TZVPD basis set.

As for the electronic energy: -77056.27537 eV. The energy above the lowest of the compared OMol25 structures with the same formula, charge and spin is 0.0 kcal per mole. Its spin multiplicity is 6. The total charge is 0. Its expectation value of S² is 8.778. The frontier orbital gap (spin up / spin down) is 7.54 / 4.91 eV.

CARTESIAN COORDINATES (ANGSTROEM)
O -1.365 -0.746 -1.794
C -1.015 4.749 -0.712
H -4.220 1.845 -5.094
H 1.079 -0.619 5.435
C -0.227 0.975 2.777
C 1.071 -5.237 -2.414
C -0.202 -0.084 1.880
H 1.914 -3.760 2.232
H -2.422 3.536 -2.662
C 2.627 -2.721 4.695
N -0.600 -0.079 0.547
O -0.044 -2.365 1.428
H -4.785 -0.157 -3.770
H -2.945 5.343 -1.569
H -0.781 4.744 1.460
N 1.218 0.041 -3.623
C 3.465 0.339 -2.824
C 1.504 -1.260 -3.952
H -2.845 -0.044 -5.407
C 1.294 -4.045 3.085
N -0.368 -3.739 -1.284
C 0.692 -1.586 3.592
H -4.731 0.765 -2.257
H -0.105 6.154 0.640
H -3.755 -0.704 -2.445
H 5.808 -0.890 -2.539
C -1.321 -5.540 -2.476
S 0.385 -2.311 -4.599
C -1.110 2.728 4.971
C 0.273 -3.397 5.258
C 1.755 2.183 -2.692
H -2.999 4.989 0.162
C 3.763 -0.944 -3.147
C 0.700 -0.481 4.432
H 1.426 1.106 6.664
H 1.422 3.751 5.356
H -2.226 -6.058 -2.770
H -1.321 0.728 -4.923
H 0.226 -2.670 6.073
H 0.313 -4.333 2.711
C -3.594 2.221 -4.284
C -2.989 1.027 -3.546
C -2.751 -3.956 -1.111
H -0.740 -3.548 4.878
C 0.424 1.510 6.498
H 1.748 -4.921 3.556
C 2.152 0.788 -3.077
C -2.104 1.475 -2.385
N 2.793 -1.688 -3.722
H 3.293 -2.322 3.927
C -1.949 2.790 -2.040
Ru -0.636 -1.885 -0.347
H 0.750 4.614 0.568
H -0.150 2.642 0.847
H -2.822 2.855 -4.729
C -1.202 3.249 -0.910
H -0.673 -7.415 -3.886
O -3.758 -4.599 -1.337
C 1.211 -2.929 4.133
H 2.078 -5.532 -2.670
H -1.842 -0.746 -4.134
H -4.226 2.836 -3.636
H 1.232 3.299 3.652
H -0.629 1.928 2.473
C -0.898 0.968 -0.272
C -0.242 5.073 0.567
C -0.043 -5.952 -2.848
C -0.698 2.329 -0.024
H 1.499 2.197 -1.628
H 3.028 -3.679 5.032
H -0.308 0.752 6.789
O 1.575 -2.014 -0.887
H 0.304 2.367 7.165
C 1.371 2.906 4.663
O 0.171 -7.028 -3.625
H -1.251 3.212 4.002
H 4.942 -2.408 -2.186
H 0.875 2.484 -3.257
C 1.975 -3.174 -1.274
H 2.328 2.379 4.691
H -1.956 2.058 5.142
H 2.641 -2.039 5.547
C -0.236 5.326 -1.906
O -2.631 -2.877 -0.405
H -0.193 6.414 -1.828
C -2.391 5.428 -0.633
C -2.197 0.189 -4.557
C 0.863 -4.117 -1.661
C -1.438 -4.442 -1.669
H 2.570 2.893 -2.852
H 0.786 4.942 -1.924
C 0.216 0.784 4.075
H 0.631 -4.345 5.669
O 3.134 -3.553 -1.404
H -0.708 5.072 -2.858
H 4.205 0.979 -2.365
C -1.453 0.532 -1.529
C 5.080 -1.605 -2.914
H 2.961 -2.673 -3.876
H 5.454 -2.047 -3.840
C -4.132 0.181 -2.961
C 0.172 -1.377 2.307
H -2.263 6.492 -0.418
H -1.132 3.510 5.733
C 0.220 1.964 5.051

Löwdin population analysis, charges in e, atoms 1 to 5: O -0.16; C -0.55; H 0.09; H 0.10; C 0.03